# 1
The following is a quantum chemistry calculation of a cluster of 2 separate species, C5H7ClO in total, from OMol25.

```
! wB97M-V def2-TZVPD RIJCOSX def2/J DEFGRID3
* xyz 0 1
C 1.62540 -0.81522 0.20452
C 0.49335 -0.63889 0.39081
C 3.01197 -1.07237 -0.00677
C -1.56948 1.34779 -0.73462
C -1.82327 0.25717 0.27845
O -2.16341 0.69665 1.45582
Cl -2.42979 -1.25278 -0.41936
H 3.69190 -0.15355 -0.24460
H 3.18690 -1.41037 0.93626
H 3.12123 -1.84091 -0.76327
H -0.50196 1.78166 -0.46209
H -1.42426 0.84096 -1.67057
H -2.35326 2.14759 -0.77553
H -2.86532 0.11227 1.81096
*
```

Output
HOMO-LUMO gap (alpha / beta): 0.2993 / 0.2993 hartree
Energy: -19862.2798 eV

# 2
The following is a quantum chemistry calculation of a structure of composition C5H7ClO2, from OMol25.

```
! wB97M-V def2-TZVPD RIJCOSX def2/J DEFGRID3
* xyz 0 1
C 0.43744 -0.13705 0.66730
C 1.32299 -0.32585 -0.49225
C -0.83950 -0.26562 -1.37037
C -1.04058 -0.27177 0.14800
C -0.57961 0.97565 0.71344
H 1.73458 -0.40832 2.32639
H 2.09461 -1.17193 -0.26934
H 1.90089 0.52738 -0.68387
H -1.74552 0.75945 -1.65349
H -1.66505 -1.23031 -1.77653
H -1.60196 -0.89553 0.71264
H -0.78849 1.07013 1.80080
O 0.81469 -0.64498 1.95252
O 0.63843 -0.33471 -1.75126
Cl -0.68293 2.35348 -0.32399
*
```

Output
HOMO-LUMO gap: 0.3633 hartree
Energy: -21910.8722 eV

# 3
The following is a quantum chemistry calculation of a cluster of 3 separate species, C5H7ClSi in total, from OMol25.

```
! wB97M-V def2-TZVPD RIJCOSX def2/J DEFGRID3
* xyz 0 1
C -0.19987 -2.81591 0.18377
C -0.20592 -1.62201 -0.03929
C 0.38530 0.54535 -1.90476
C 1.54302 1.08015 -1.98832
C -1.42506 1.45336 0.49807
Si -0.54755 0.17247 -0.27947
Cl 2.45441 1.18553 -3.40481
H 0.03812 -3.63253 0.83957
H -0.00661 -0.06158 -2.76366
H 2.10262 1.32162 -1.10450
H -0.87976 2.33500 0.61927
H -0.23591 -0.89824 4.44004
H -2.39087 1.41863 1.07893
H -0.63191 -0.48185 3.82518
*
```

Output
HOMO-LUMO gap: 0.2884 hartree
Energy: -25692.5898 eV

# 4
The following is a quantum chemistry calculation of a structure of composition C5H7EuO3, from OMol25.

```
! wB97M-V def2-TZVPD RIJCOSX def2/J DEFGRID3
* xyz 1 8
O 0.91033 0.73239 -0.78370
C 2.16683 0.66790 -0.40917
O 2.50954 0.47415 0.79529
Eu 5.03339 0.75372 0.23164
O 3.05918 0.81370 -1.29547
C -0.11516 0.61838 0.17984
H 0.21018 0.97981 1.15791
H -2.05123 1.48778 0.38756
C -1.41298 0.94552 -0.31489
H -1.52801 1.21835 -1.36714
C -0.77877 -1.42991 0.50890
C -2.04932 -1.12131 -0.08279
H -0.05054 -2.03482 -0.04213
H -2.21541 -1.45447 -1.11232
H -0.74454 -1.53851 1.59800
H -2.94348 -1.11268 0.54847
*
```

Output
HOMO-LUMO gap (alpha / beta): 0.1270 / 0.1331 hartree
Expectation value of S²: 15.76
Energy: -30758.8497 eV

# 5
The following is a quantum chemistry calculation of the molecule C5H7F, from OMol25.

```
! wB97M-V def2-TZVPD RIJCOSX def2/J DEFGRID3
* xyz 0 1
C -1.42888 -1.32429 -0.01790
C -0.95725 -0.34740 0.67431
C 1.48610 -0.49498 0.43985
C 0.33265 0.12621 0.09136
C 0.27929 1.47452 -0.64116
F 2.76722 -0.49348 0.12480
H -0.91254 -1.80964 -0.81094
H -2.49965 -1.55893 -0.07325
H -1.35459 0.31485 1.35411
H 1.21957 -1.28945 1.14329
H 1.39344 1.60088 -0.80839
H -0.06828 2.26412 0.01820
H -0.25708 1.53759 -1.49427
*
```

Output
HOMO-LUMO gap: 0.3716 hartree
Energy: -8013.2177 eV
SMILES: C=C/C(C)=C/F

# 6
The following is a quantum chemistry calculation of a cluster of 2 separate species, C5H7F3N2O2 in total, from OMol25.

```
! wB97M-V def2-TZVPD RIJCOSX def2/J DEFGRID3
* xyz 0 1
C 0.09014 0.84163 0.46876
C 0.27166 -1.92079 0.37840
C 0.71375 -0.06831 -1.75907
C -0.26657 0.14468 -0.63660
C -0.76233 1.09951 1.67572
N 1.40560 -1.78251 0.73166
N -1.56264 -0.11404 -0.98995
O 1.41979 1.15908 0.73222
O -0.72996 -2.42027 0.06637
F -0.47399 2.28085 2.24019
F -0.58366 0.17288 2.64496
F -2.08525 1.11146 1.43346
H 1.73878 0.08658 -1.43932
H 0.47891 0.62540 -2.56754
H 0.62211 -1.07933 -2.15014
H 1.74266 1.81427 0.10080
H 1.93704 -0.97486 0.98778
H -1.69089 -0.86727 -1.64910
H -2.26515 -0.10897 -0.26862
*
```

Output
HOMO-LUMO gap: 0.3407 hartree
Energy: -20525.8081 eV
SMILES: C/C(N)=C(\O)C(F)(F)F.N=C=O

# 7
The following is a quantum chemistry calculation of a cluster of 2 separate species, C5H7F3NO4S in total, from OMol25.

```
! wB97M-V def2-TZVPD RIJCOSX def2/J DEFGRID3
* xyz -1 1
C -0.04790 0.57840 0.82214
C -1.88002 0.87782 -1.08719
C 1.81219 0.61483 2.30625
C -0.50626 0.44939 -0.55334
C -0.96681 -2.32640 -0.15002
N 1.23874 0.34595 0.98058
O 1.82065 -0.47455 -1.53326
O -0.84358 0.77770 1.70625
O 0.13173 0.22701 -3.14764
O 0.93529 1.84858 -1.57008
F 0.11259 -3.03182 0.27391
F -1.81321 -2.31385 0.90681
F -1.49310 -2.95746 -1.25761
S 0.69306 0.39157 -1.82014
H -2.74280 0.63858 -0.33572
H -1.88676 1.89870 -1.39151
H -1.98032 0.33364 -2.03708
H 1.66264 -0.16361 2.99963
H 2.82481 0.80212 2.11691
H 1.26960 1.40905 2.70218
H 1.65946 0.07437 0.06896
*
```

Output
HOMO-LUMO gap (alpha / beta): 0.2544 / 0.3259 hartree
Energy: -33965.1613 eV

# 8
The following is a quantum chemistry calculation of a cluster of 2 separate species, C5H7F6NO2 in total, from OMol25.

```
! wB97M-V def2-TZVPD RIJCOSX def2/J DEFGRID3
* xyz 0 1
C 0.97647 -1.87686 -1.36366
C -2.37506 1.14131 -0.11833
C 0.85022 -0.21416 0.32890
C 1.35660 1.17536 0.91813
C 0.27044 -1.13486 1.39693
N 1.16688 -0.51238 -0.85020
O -1.20066 0.66667 -0.75641
O -0.94509 1.49368 -1.86716
F 2.27994 0.82082 1.78079
F 1.91230 2.04586 0.06285
F 0.39540 1.86087 1.56439
F 0.06837 -0.55685 2.60079
F 1.06694 -2.15837 1.57639
F -0.99224 -1.51995 1.08381
H 1.25788 -1.87415 -2.49920
H 1.75210 -2.51991 -0.90079
H -0.01096 -2.17594 -0.93749
H -2.89542 0.22889 -0.04633
H -2.83121 1.95471 -0.78446
H -2.05487 1.68779 0.79190
H -0.04801 1.46749 -1.98085
*
```

Output
HOMO-LUMO gap: 0.3741 hartree
Energy: -27184.2664 eV
SMILES: CN=C(C(F)(F)F)C(F)(F)F.COO

# 9
The following is a quantum chemistry calculation of the molecule C5H7FIN, from OMol25.

```
! wB97M-V def2-TZVPD RIJCOSX def2/J DEFGRID3
* xyz 0 1
C -0.09222 0.02419 0.12324
C -1.29262 -0.38601 -0.59739
C 0.44847 1.96629 1.47270
C -0.73859 -0.22564 -2.03710
C 0.82004 -1.13404 0.57735
N 0.12581 1.26904 0.46716
F -0.47085 1.01016 -2.45949
I 0.77686 -1.58468 -2.78137
H -1.71299 -1.32498 -0.30019
H -2.18711 0.11958 -0.48991
H 0.59923 1.67850 2.59817
H 0.54628 2.92832 1.18634
H 1.97141 -0.98542 0.59104
H 0.64317 -1.90804 -0.02589
H 0.56312 -1.44727 1.67534
*
```

Output
HOMO-LUMO gap (alpha / beta): 0.2893 / 0.2586 hartree
Energy: -17601.6494 eV

# 10
The following is a quantum chemistry calculation of the molecule C5H7FN2, from OMol25.

```
! wB97M-V def2-TZVPD RIJCOSX def2/J DEFGRID3
* xyz 0 1
C 2.26480 -1.10020 0.18038
C 0.29006 1.61761 0.08867
C -0.82860 0.80362 0.56891
C -1.37235 -0.17145 -0.43860
C -0.18884 -0.60985 0.26329
H 2.12944 -2.13947 -0.00088
H 2.51275 -0.88558 1.23019
H 3.16524 -0.76122 -0.47402
H 0.30539 2.73021 0.04447
H -1.44893 1.01746 1.46115
H -1.43016 0.03869 -1.50944
H -0.34699 -1.48796 0.86244
N 1.08650 -0.33844 -0.32674
N 1.35471 1.00750 -0.37950
F -2.55174 -0.71488 -0.07179
*
```

Output
HOMO-LUMO gap: 0.3530 hartree
Energy: -10993.5447 eV
SMILES: CN1N=C[C@H]2[C@H](F)[C@H]21

# 11
The following is a quantum chemistry calculation of the molecule C5H7FN2, from OMol25.

```
! wB97M-V def2-TZVPD RIJCOSX def2/J DEFGRID3
* xyz 0 1
C 1.53820 -1.26306 0.26433
C 0.77528 0.07715 0.54874
C 1.15960 -1.90071 -0.86209
C -1.35181 1.89212 0.47202
C -0.80247 0.48987 0.64253
N -0.18871 0.01382 -0.60085
N -0.06410 -1.24777 -1.18037
F -1.28880 -0.32482 1.54555
H 2.41493 -1.41730 0.86220
H 1.39564 1.07987 0.42607
H -1.68916 2.16951 1.46166
H -0.56978 2.52344 0.11016
H -2.30954 1.83015 -0.16334
H 1.44076 -2.76340 -1.38402
H -0.46003 -1.15886 -2.14260
*
```

Output
HOMO-LUMO gap: 0.3020 hartree
Energy: -10991.1954 eV
SMILES: C[C@]1(F)[C@H]2C=CNN21

# 12
The following is a quantum chemistry calculation of the molecule C5H7FO, from OMol25.

```
! wB97M-V def2-TZVPD RIJCOSX def2/J DEFGRID3
* xyz 0 1
C 1.93876 -0.55976 -0.16558
C 1.05973 0.47224 0.41506
C -0.37113 0.68858 0.13452
C -1.30913 -0.25521 -0.42375
C -2.48971 -0.25846 0.02503
H 1.75455 -1.49592 0.47224
H 1.76208 -0.60268 -1.32839
H 1.63455 0.91633 1.24660
H -0.79460 1.43757 0.87008
H -0.94937 -1.01848 -1.07926
H -3.44843 -0.89417 -0.36370
H -2.57272 0.27506 1.03025
O 0.50084 1.36712 -0.74915
F 3.28457 -0.07223 -0.08397
*
```

Output
HOMO-LUMO gap: 0.4069 hartree
Energy: -10059.8397 eV
SMILES: C=C[C@@H]1O[C@@H]1CF

> Which of these has the highest energy?

C5H7F

Copy entry 3 word for word.
The following is a quantum chemistry calculation of a cluster of 3 separate species, C5H7ClSi in total, from OMol25.

```
! wB97M-V def2-TZVPD RIJCOSX def2/J DEFGRID3
* xyz 0 1
C -0.19987 -2.81591 0.18377
C -0.20592 -1.62201 -0.03929
C 0.38530 0.54535 -1.90476
C 1.54302 1.08015 -1.98832
C -1.42506 1.45336 0.49807
Si -0.54755 0.17247 -0.27947
Cl 2.45441 1.18553 -3.40481
H 0.03812 -3.63253 0.83957
H -0.00661 -0.06158 -2.76366
H 2.10262 1.32162 -1.10450
H -0.87976 2.33500 0.61927
H -0.23591 -0.89824 4.44004
H -2.39087 1.41863 1.07893
H -0.63191 -0.48185 3.82518
*
```

Output
HOMO-LUMO gap: 0.2884 hartree
Energy: -25692.5898 eV

> Which value of energy does entry 6 give?

-20525.8081 eV

Repeat the fifth record exactly.
The following is a quantum chemistry calculation of the molecule C5H7F, from OMol25.

```
! wB97M-V def2-TZVPD RIJCOSX def2/J DEFGRID3
* xyz 0 1
C -1.42888 -1.32429 -0.01790
C -0.95725 -0.34740 0.67431
C 1.48610 -0.49498 0.43985
C 0.33265 0.12621 0.09136
C 0.27929 1.47452 -0.64116
F 2.76722 -0.49348 0.12480
H -0.91254 -1.80964 -0.81094
H -2.49965 -1.55893 -0.07325
H -1.35459 0.31485 1.35411
H 1.21957 -1.28945 1.14329
H 1.39344 1.60088 -0.80839
H -0.06828 2.26412 0.01820
H -0.25708 1.53759 -1.49427
*
```

Output
HOMO-LUMO gap: 0.3716 hartree
Energy: -8013.2177 eV
SMILES: C=C/C(C)=C/F